[1]
This record from OMol25 describes 15 unconnected molecules or ions with the total composition C36H65Cl28N2O6 at a distorted geometry. The level of theory is ωB97M-V with the def2-TZVPD basis set.

Structure (XYZ):
```
137
Properties=species:S:1:pos:R:3
Cl -4.33 4.29 -2.71
Cl 4.41 5.32 5.43
Cl -6.16 7.65 -0.18
Cl 7.96 6.85 2.41
Cl -4.74 -2.41 -6.75
Cl 4.95 -5.43 4.37
Cl -8.83 -5.02 -2.98
Cl 6.21 -4.69 1.42
Cl -3.86 6.36 1.09
Cl 4.75 3.37 -6.32
Cl 6.57 4.46 -2.24
Cl 3.34 -0.60 3.35
Cl 1.30 -1.16 5.38
Cl 5.40 -8.32 4.43
Cl 2.43 5.10 2.32
Cl 5.32 1.02 -1.18
Cl -0.76 -3.78 1.17
Cl 7.63 -0.47 -0.18
Cl -2.16 2.41 -3.23
Cl 5.09 7.42 2.36
Cl 8.95 -4.28 0.48
Cl 6.33 7.52 5.67
Cl -3.86 -5.19 -6.40
Cl 4.31 3.18 1.16
Cl 0.48 -6.15 -0.04
Cl -10.92 -3.15 -2.15
Cl 6.27 5.85 -6.62
Cl 8.52 4.00 -0.11
O -6.00 -3.23 -1.84
O -6.13 -1.10 -1.07
O 3.26 -4.01 0.62
O -3.29 -4.96 -3.39
O -6.28 1.41 1.68
O -6.68 1.62 -0.49
N -3.97 0.03 1.35
N -5.23 -3.66 3.11
C 4.03 4.36 2.45
C 7.17 4.99 -0.67
C 5.14 6.52 6.51
C 6.71 8.10 2.23
C -4.44 -1.18 1.90
C 7.90 -5.16 1.60
C 2.06 0.04 -0.23
C -3.35 2.71 0.42
C 0.56 2.05 0.38
C -4.01 -3.13 3.18
C 3.44 -2.84 -0.16
C 4.93 -6.93 3.44
C -6.04 -2.86 2.41
C 1.29 1.28 -0.74
C -9.33 -3.83 -1.77
C -3.57 -1.98 2.61
C -6.24 -1.85 -2.19
C -5.74 -1.67 1.83
C -5.49 6.13 0.44
C 3.02 -1.00 5.05
C -3.80 1.58 -0.53
C -1.03 -5.39 0.49
C 2.16 -2.45 -0.95
C -4.67 0.48 0.15
C -1.90 2.57 0.96
C -5.49 -3.98 -2.93
C -3.38 3.47 -3.94
C -3.97 -3.75 -3.11
C 1.32 -1.28 -0.46
C 6.17 4.28 -5.81
C -4.78 -0.64 -0.88
C 7.08 0.99 -1.01
C -0.85 2.48 -0.13
C -4.23 -3.90 -7.55
C -6.00 1.21 0.46
C 2.83 -3.73 1.96
H -6.13 5.76 1.23
H 1.10 2.95 0.68
H -1.69 -5.30 -0.37
H -5.03 -4.23 -8.20
H -3.29 -3.71 3.75
H 4.78 5.15 2.37
H 0.42 1.36 1.21
H 6.36 4.92 0.05
H 3.92 -7.09 3.07
H 3.09 -2.72 2.28
H 6.12 4.44 -4.74
H 6.82 8.55 1.25
H 7.52 1.02 -2.00
H -5.55 -1.55 -2.99
H 7.50 6.02 -0.75
H -6.50 -1.11 1.32
H -8.61 -3.03 -1.74
H 3.43 -0.21 5.67
H 1.76 -3.94 2.07
H 6.85 8.84 3.01
H 0.57 0.93 -1.47
H -1.86 1.72 1.63
H 2.47 -2.31 -1.98
H 2.00 1.93 -1.25
H 2.21 0.13 0.85
H 7.06 3.71 -6.05
H -7.06 -3.21 2.31
H -4.02 2.73 1.28
H 5.63 6.00 7.32
H -1.70 3.47 1.54
H -7.26 -1.77 -2.59
H -3.53 -3.31 -2.22
H -1.11 1.77 -0.91
H -4.45 1.99 -1.30
H 3.86 -2.02 0.43
H -3.34 -3.69 -8.13
H -0.73 3.45 -0.62
H -1.48 -6.02 1.25
H 1.52 -3.33 -0.92
H 8.22 -4.95 2.61
H 3.35 -4.41 2.66
H -4.19 -1.51 -0.59
H -5.44 5.42 -0.38
H 4.11 3.86 3.40
H 3.04 -0.02 -0.70
H -6.04 -3.66 -3.82
H 7.99 -6.22 1.40
H -3.56 -5.26 -4.27
H 0.84 -1.59 0.47
H -5.68 -5.02 -2.71
H 5.61 -6.84 2.62
H 4.19 -3.09 -0.91
H 4.36 7.17 6.89
H 3.51 -1.94 5.27
H -3.84 -3.04 -3.94
H -4.43 -0.27 -1.85
H 0.51 -1.17 -1.18
H -4.05 2.87 -4.55
H -4.08 0.72 2.09
H -2.99 1.05 -1.02
H -3.45 3.65 -0.12
H -2.88 4.21 -4.56
H -2.55 -1.68 2.72
H -9.39 -4.32 -0.80
H 7.38 1.86 -0.44
```

E_LUMO (eV): 1.277
DFT total energy (hartree): -14856.9941
Net charge: -1
Orbital gap (eV): 5.967

Results of the Löwdin charge analysis, in e, for atoms 1 through 99: 0.5860 0.5752 0.4826 0.5150 0.5394 0.5083 0.5203 0.5863 0.5032 0.5091 0.5676 0.5681 0.5258 0.5010 0.5269 0.5273 0.5890 0.5062 0.5972 0.5625 0.5047 0.5173 0.6123 0.5330 0.5231 0.4998 0.4958 0.5475 -0.1261 -0.0713 -0.2535 -0.1122 -0.0562 -0.0217 0.0898 0.0551 -1.0893 -1.0031 -0.9842 -1.0036 -0.2467 -1.0083 -0.2191 -0.1794 -0.1800 -0.2033 -0.2323 -1.0317 -0.1623 -0.1915 -1.0028 -0.0510 -0.2705 0.0000 -1.0130 -1.0107 -0.1753 -0.9773 -0.1660 -0.3521 -0.1952 -0.2165 -0.9731 -0.2378 -0.2078 -1.0446 -0.1008 -1.0416 -0.2345 -0.9808 -0.6899 -0.1319 0.0346 0.0644 0.0212 0.0257 0.0939 -0.0914 0.1072 -0.0153 0.0355 0.0014 -0.0629 0.0257 0.0260 0.1291 0.0181 0.1129 -0.0044 0.0207 0.0364 0.0088 0.0882 0.0972 0.1084 0.0975 0.0600 0.0261 0.1009

=====

[2]
This record from OMol25 describes a molecular structure, C36H66B6F24N12Zn at a distorted geometry. The level of theory is ωB97M-V with the def2-TZVPD basis set.

Structure (XYZ):
```
145
Properties=species:S:1:pos:R:3
Zn 0.91 4.28 -1.55
F -0.74 3.40 -5.25
F 2.80 3.58 -2.06
F 3.11 3.41 -4.83
F 1.28 5.62 -0.17
F 0.33 4.45 -3.49
F 3.33 6.43 -0.65
F 1.91 5.85 -2.17
F 1.58 7.72 -0.88
F 4.52 3.52 -0.72
F 4.82 2.95 -3.04
F -0.91 1.87 0.00
F -0.86 5.06 -1.42
F -2.70 4.29 -2.18
F 4.42 4.99 -2.26
F 0.20 5.36 -5.58
F -2.71 5.45 -0.27
F 1.06 0.86 -0.47
F 0.07 2.45 -1.80
F -1.64 5.16 -4.31
F 3.46 1.30 -5.42
F 2.04 1.77 -3.70
F 0.94 3.09 0.05
F 1.52 2.47 -5.85
F -2.42 6.54 -2.27
N 2.63 -0.36 5.85
N -4.96 -1.75 3.43
N 0.41 -4.92 -2.27
N -1.07 -1.06 -3.67
N -0.38 -6.76 -3.26
N -8.10 1.01 0.61
N 2.08 1.02 4.25
N -3.10 -2.01 2.31
N 6.23 0.16 2.48
N 0.54 -1.93 -4.94
N 5.09 -0.01 0.63
N -5.99 1.89 0.53
C -4.82 2.62 0.86
C 5.71 -1.11 2.45
C 1.75 -2.81 -1.36
C -5.28 -1.88 2.09
C 0.20 -0.85 -4.29
C 0.96 -6.64 -3.54
C 6.43 0.88 4.83
C 5.05 -1.23 1.21
C -1.42 -2.35 -3.88
C 4.24 -2.31 5.99
C -9.53 0.76 0.94
C -1.72 -2.36 2.14
C -2.06 1.18 -3.70
C 5.78 0.87 1.44
C -7.41 0.45 -0.47
C -3.88 1.63 1.72
C 2.91 -1.59 6.53
C 1.72 -2.15 -5.71
C -1.34 -7.78 -3.78
C 4.62 0.30 -0.72
C 1.43 -5.44 -3.04
C 2.05 -0.30 4.61
C 3.11 0.86 6.25
C 2.62 1.79 5.28
C -0.71 -5.73 -2.43
C -1.01 -1.42 1.20
C -4.11 -1.98 1.38
C -5.86 -1.56 4.53
C 0.48 -3.73 -1.35
C -3.60 -1.76 3.55
C -1.77 -0.10 -2.88
C 1.48 1.57 3.06
C 7.16 0.59 3.53
C -6.20 1.01 -0.49
C -7.19 1.81 1.27
C -0.44 -2.84 -4.74
B 2.03 6.41 -0.98
B 0.30 2.04 -0.51
B 4.16 3.67 -2.04
B -0.44 4.57 -4.62
B 2.53 2.24 -4.94
B -2.20 5.39 -1.54
H 3.82 1.05 -0.67
H 2.58 2.87 5.35
H 4.50 -2.05 0.78
H 4.41 -3.27 6.47
H -0.33 -3.06 -1.67
H -9.93 1.36 1.75
H 0.20 -4.08 -0.35
H -2.60 1.85 -3.02
H 5.93 1.85 4.77
H 2.21 -3.05 -5.34
H -0.96 -0.49 1.76
H -5.44 0.86 -1.24
H -1.19 -2.42 3.09
H -4.30 2.91 -0.05
H -2.64 0.97 -4.60
H -7.95 -0.15 -1.18
H -1.60 -1.22 0.30
H 1.45 -2.07 -0.63
H 4.18 -0.55 -1.26
H 1.54 -1.08 4.06
H -1.69 -5.74 -1.98
H 2.98 -1.41 7.61
H 0.54 2.11 3.19
H 2.37 -1.29 -5.51
H 5.73 0.06 4.99
H 5.98 1.92 1.30
H 4.31 -2.58 4.93
H -9.70 -0.28 1.20
H -4.36 1.24 2.61
H -1.28 -8.68 -3.16
H -2.30 -2.80 -3.44
H 2.14 -2.33 -2.26
H 2.23 2.14 2.52
H 5.33 0.97 -1.20
H 5.92 -1.81 3.24
H -5.20 -1.36 5.38
H 1.37 0.79 2.30
H -1.10 0.08 -2.05
H 7.74 1.48 3.30
H 1.58 -2.18 -6.79
H 7.87 -0.23 3.68
H 7.15 1.05 5.63
H -2.98 2.15 2.04
H -1.73 -3.36 1.70
H -0.38 -3.83 -5.18
H -1.23 -8.14 -4.80
H 2.60 -3.34 -0.92
H 2.41 -4.98 -3.02
H -6.54 -0.73 4.35
H 2.03 -2.22 6.43
H -6.44 -2.46 4.72
H 3.62 0.88 7.21
H -3.50 0.74 1.22
H -1.13 1.67 -3.99
H -2.35 -7.38 -3.82
H -3.01 -1.69 4.46
H 0.75 0.08 -4.24
H -4.04 -2.26 0.34
H -2.67 -0.57 -2.48
H -5.07 3.53 1.42
H -6.34 -1.86 1.89
H -10.12 1.01 0.05
H 5.12 -1.69 6.21
H 1.41 -7.38 -4.17
H 0.01 -1.76 1.04
H -7.35 2.37 2.18
```

Energy relative to the best compared isomer or geometry (same formula, charge and spin) (kcal/mol): 0.0
E_LUMO (eV): -6.275
DFT total energy (hartree): -6394.0739
Net charge: +2
Orbital gap (eV): 3.545

Results of the Löwdin charge analysis, in e, for atoms 1 through 99: 0.8450 0.1366 0.1728 0.2339 0.1866 0.1715 0.1934 0.2459 0.1478 0.1230 0.1390 0.2098 0.1512 0.1272 0.1678 0.1347 0.1361 0.1252 0.1853 0.1477 0.0902 0.0865 0.2007 0.1442 0.1720 -0.0990 -0.0945 -0.0299 -0.0384 -0.0752 -0.0763 -0.0885 -0.0523 -0.0637 -0.0881 -0.0637 -0.0411 -0.0894 -0.0239 -0.0385 0.0048 0.1000 -0.0005 -0.0646 -0.0068 -0.0487 -0.0354 0.0207 -0.1904 -0.0050 0.0597 -0.0222 -0.0356 -0.1392 0.0400 0.0324 0.0481 0.0114 0.0235 0.0311 0.0537 0.0064 -0.0497 -0.0034 0.0180 -0.1380 0.0456 -0.1834 0.0196 -0.1474 -0.0415 0.0644 -0.0587 -1.4613 -1.4638 -1.3871 -1.3616 -1.4379 -1.3602 0.0963 0.1490 0.1177 0.0800 0.0889 0.1052 0.1160 0.0823 0.0827 0.0921 0.0822 0.1492 0.1286 0.1418 0.0966 0.1430 0.0834 0.0566 0.1006 0.1527

=====

[3]
This record from OMol25 describes 11 unconnected molecules or ions with the total composition C36H66F30N12P5 at a distorted geometry. The level of theory is ωB97M-V with the def2-TZVPD basis set.

Structure (XYZ):
```
149
Properties=species:S:1:pos:R:3
P 2.09 -2.44 1.79
P -0.86 0.29 -3.77
P 4.70 4.11 -4.42
P 6.86 -1.82 -1.76
P -0.70 2.66 4.98
F 5.38 -2.48 -2.10
F 7.06 -1.79 -3.40
F 1.33 -3.86 1.43
F -1.67 1.92 6.04
F -0.12 1.53 -3.10
F 1.65 -2.59 3.33
F -0.24 1.17 4.47
F 6.15 -0.37 -1.83
F 5.08 5.49 -3.56
F 3.44 -3.20 2.07
F 0.43 -0.24 -4.54
F 3.40 3.98 -3.39
F 4.21 2.82 -5.21
F -1.80 -0.88 -4.48
F 7.56 -3.28 -1.72
F 6.66 -1.89 -0.19
F -1.91 2.84 3.88
F 5.56 3.22 -3.41
F -0.43 -0.69 -2.53
F -2.22 0.64 -2.92
F 2.39 -2.34 0.17
F 0.64 -1.65 1.56
F -1.35 1.24 -4.98
F 2.84 -1.03 1.90
F 3.77 5.06 -5.38
F 8.30 -1.10 -1.65
F -1.05 4.14 5.51
F 0.25 3.36 3.86
F 0.52 2.52 6.03
F 5.96 4.36 -5.36
N -2.72 -5.36 4.44
N 2.25 1.29 -1.20
N -4.87 2.12 4.47
N 4.08 -6.30 -4.87
N -2.99 -2.98 -1.39
N -2.24 -3.39 3.66
N -4.72 2.56 6.58
N 0.67 1.68 0.21
N -2.59 -4.79 -0.30
N 3.82 -4.20 -4.44
N 1.67 8.75 -3.66
N 1.51 7.49 -1.93
C -3.50 -6.52 4.88
C -1.42 -5.40 3.99
C 1.28 9.72 -4.68
C 1.48 0.74 -0.26
C 2.17 -2.90 -3.14
C -3.18 -7.19 0.01
C 3.13 0.65 -2.18
C -3.52 -1.70 -1.84
C 0.87 8.41 -2.65
C 5.34 -5.77 -4.63
C 2.76 7.28 -2.43
C -5.34 3.22 8.90
C -4.31 3.26 7.79
C 3.20 -5.33 -4.74
C -1.79 -4.82 -1.41
C -4.79 2.27 3.02
C -4.91 1.20 6.47
C 0.96 6.68 -0.83
C 2.00 2.64 -1.25
C 5.16 -4.47 -4.33
C 2.84 8.04 -3.56
C -5.07 0.94 5.15
C -0.48 1.53 1.11
C -3.31 -3.67 -0.31
C -2.72 -5.87 0.66
C -2.11 -3.72 -2.13
C -2.46 -2.02 3.20
C -1.68 1.12 0.26
C 0.29 9.21 -5.71
C 3.84 -7.69 -5.23
C -4.79 3.09 5.37
C -1.12 -4.17 3.51
C -3.21 -4.16 4.16
C 3.19 -2.88 -4.27
C 0.98 2.86 -0.40
C -2.11 -1.05 4.33
H 2.54 0.48 -3.08
H -0.08 6.49 -1.09
H -4.57 -6.35 4.80
H 0.87 7.30 0.06
H 1.46 -0.32 -0.04
H 2.64 -3.24 -2.22
H 2.57 3.31 -1.87
H -1.09 -5.61 -1.63
H 1.77 -1.90 -3.02
H -1.90 1.75 -0.61
H -1.77 -3.35 -3.09
H -1.77 -1.81 2.38
H -3.67 -1.60 -2.91
H -3.79 1.96 2.73
H 4.67 -8.08 -5.82
H -2.70 -1.22 5.23
H -4.50 -1.54 -1.40
H 0.15 10.05 -6.39
H -4.18 4.31 7.52
H 3.98 -2.17 -4.03
H 5.84 -3.67 -4.10
H -4.93 3.45 9.88
H -3.28 -6.66 5.94
H -2.36 -7.43 -0.67
H 3.47 6.50 -2.21
H -4.51 4.12 5.20
H 2.11 10.26 -5.14
H -4.10 -7.13 -0.57
H -3.36 -5.58 1.50
H 3.79 -8.29 -4.32
H 0.74 8.46 -6.36
H -1.79 -6.13 1.15
H 2.13 -5.38 -4.90
H -1.45 0.19 -0.26
H 1.35 -3.58 -3.40
H -0.63 2.48 1.62
H -1.04 -1.10 4.53
H 2.69 -2.59 -5.19
H 0.85 10.58 -4.14
H -3.21 -7.40 4.32
H 2.96 -7.77 -5.86
H -3.31 2.97 8.13
H -4.14 -3.52 0.37
H -5.84 2.26 9.02
H 3.58 8.07 -4.33
H -5.13 -0.01 4.65
H 6.19 -6.43 -4.71
H -6.07 4.02 8.74
H -5.51 1.63 2.52
H -3.47 -1.84 2.84
H 4.00 1.28 -2.36
H -4.97 3.31 2.76
H -4.20 -3.79 4.38
H -3.27 -7.96 0.77
H -0.22 -3.85 3.02
H 0.47 3.77 -0.11
H 1.49 5.74 -0.78
H -4.87 0.50 7.28
H -2.62 1.06 0.82
H -0.66 8.84 -5.33
H 3.44 -0.32 -1.80
H -0.08 8.84 -2.41
H -0.27 0.72 1.79
H -2.81 -0.93 -1.55
H -2.18 0.00 4.04
H -0.82 -6.29 3.99
```

Energy relative to the best compared isomer or geometry (same formula, charge and spin) (kcal/mol): 0.0
E_LUMO (eV): -3.198
DFT total energy (hartree): -6772.0180
Net charge: +1
Orbital gap (eV): 7.537

Results of the Löwdin charge analysis, in e, for atoms 1 through 99: 0.1762 0.1729 0.1584 0.1541 0.1729 -0.2064 -0.2082 -0.2052 -0.1665 -0.1222 -0.1586 -0.1741 -0.1631 -0.2127 -0.1098 -0.1325 -0.2306 -0.1380 -0.2048 -0.1700 -0.1268 -0.1952 -0.1378 -0.1938 -0.1990 -0.1832 -0.2129 -0.1377 -0.1250 -0.1910 -0.1582 -0.1642 -0.1653 -0.1433 -0.1316 -0.0877 -0.0398 -0.0694 -0.0985 -0.0541 -0.0214 -0.0340 -0.0258 -0.0467 -0.0198 -0.0429 -0.0827 0.0246 -0.0058 -0.1800 -0.0048 -0.0603 -0.0466 0.0483 0.0194 -0.0232 0.0223 0.0149 -0.0607 -0.1595 -0.0369 0.0196 0.0222 -0.0028 0.0322 -0.0068 0.0250 0.0278 -0.0227 -0.1494 -0.0179 -0.1850 0.0266 -0.1617 -0.0639 -0.0622 0.0076 -0.0074 0.0263 -0.0430 -0.1345 -0.0323 -0.0596 0.0919 0.1019 0.1002 0.1059 0.1250 0.0767 0.1054 0.1421 0.0475 0.0791 0.1448 0.1176 0.1059 0.0705 0.1003 0.0774

=====

| no. | E_HOMO (Ha) |
| --- | --- |
| 1 | -0.172 |
| 2 | -0.361 |
| 3 | -0.395 |